# 1
{"formula": "C33H69AlO20P", "method": "ωB97M-V with the def2-TZVPD basis set", "symbols": ["C", "C", "P", "C", "Al", "C", "C", "C", "C", "O", "C", "C", "O", "H", "H", "H", "H", "H", "H", "H", "H", "H", "H", "H", "H", "H", "H", "H", "H", "H", "H", "H", "H", "H", "C", "C", "O", "C", "O", "O", "C", "H", "H", "H", "H", "H", "H", "H", "H", "C", "C", "O", "C", "O", "O", "C", "H", "H", "H", "H", "H", "H", "H", "H", "C", "C", "O", "C", "O", "O", "C", "H", "H", "H", "H", "H", "H", "H", "H", "C", "C", "O", "C", "O", "O", "C", "H", "H", "H", "H", "H", "H", "H", "H", "C", "C", "O", "C", "O", "O", "C", "H", "H", "H", "H", "H", "H", "H", "H", "C", "C", "O", "C", "O", "O", "C", "H", "H", "H", "H", "H", "H", "H", "H"], "coordinates": [[6.1484, -1.3719, 0.8039], [5.7101, -0.5007, -0.5116], [3.9321, 0.1364, -0.1195], [2.8221, -1.2427, -0.8905], [3.5469, 2.2012, -1.1435], [1.6604, 2.9552, -0.6926], [1.2247, 2.5889, 0.8108], [-0.2432, 1.9597, 0.9553], [-0.5348, 0.8128, -0.1427], [-1.3583, -0.2762, 0.3677], [-1.4118, -1.2428, -0.6811], [-0.9477, -2.7749, -0.4720], [-1.8109, -0.9560, -1.8428], [6.9718, -0.7744, 1.3148], [5.2689, -1.4210, 1.5473], [6.4419, -2.4315, 0.5088], [6.4336, 0.3463, -0.7336], [5.6397, -1.2601, -1.3782], [2.7308, -1.0214, -2.0028], [1.8324, -1.3616, -0.3433], [3.4073, -2.2198, -0.6946], [4.6253, 3.2454, -0.5614], [3.7671, 2.1759, -2.7444], [0.9041, 2.6740, -1.4976], [1.7867, 4.1026, -0.7380], [1.9535, 1.7860, 1.2076], [1.3712, 3.4905, 1.5105], [-1.0796, 2.7335, 1.0130], [-0.2616, 1.4093, 1.9740], [0.4905, 0.4231, -0.4725], [-1.0122, 1.3408, -1.0332], [-0.0042, -2.7364, 0.1615], [-1.7594, -3.3990, 0.0426], [-0.7286, -3.2228, -1.5069], [0.5793, -1.5878, 3.7667], [-0.0787, -2.8606, 3.2703], [0.1927, -3.9561, 4.1561], [-0.5579, -4.0022, 5.2661], [-1.4295, -3.2240, 5.5682], [-0.1566, -5.0553, 5.9987], [-0.8238, -5.1722, 7.2531], [1.6463, -1.7492, 3.9394], [0.4546, -0.7802, 3.0423], [0.1480, -1.2665, 4.7179], [0.3415, -3.1300, 2.2992], [-1.1555, -2.7296, 3.1304], [-1.9084, -5.1597, 7.1291], [-0.5041, -4.3689, 7.9208], [-0.5384, -6.1268, 7.6964], [1.9462, 10.0736, 3.1637], [1.9173, 9.1361, 1.9714], [2.2304, 7.7972, 2.3672], [1.2239, 7.1112, 2.9314], [0.1023, 7.5194, 3.1166], [1.6861, 5.9001, 3.2753], [0.7333, 5.0922, 3.9636], [2.8986, 9.9917, 3.6935], [1.8041, 11.1086, 2.8456], [1.1607, 9.8233, 3.8807], [2.6827, 9.4378, 1.2528], [0.9556, 9.1740, 1.4523], [-0.2029, 5.0201, 3.4068], [0.5563, 5.4963, 4.9633], [1.1511, 4.0901, 4.0633], [-4.9363, -1.8733, -2.1972], [-6.0703, -1.0483, -2.7746], [-5.9584, -0.9526, -4.2012], [-6.3866, -2.0220, -4.8882], [-6.8570, -3.0287, -4.4171], [-6.1796, -1.7887, -6.1953], [-6.5180, -2.8876, -7.0387], [-3.9708, -1.4852, -2.5282], [-4.9675, -1.8633, -1.1057], [-4.9938, -2.9117, -2.5335], [-6.0125, -0.0290, -2.3860], [-7.0470, -1.4477, -2.4866], [-7.5356, -3.2347, -6.8500], [-5.8020, -3.7001, -6.8961], [-6.4560, -2.5472, -8.0729], [9.4793, 1.1467, 6.5241], [9.4538, 1.4025, 5.0291], [8.1354, 1.2247, 4.5034], [7.2933, 2.2542, 4.6945], [7.5581, 3.2937, 5.2505], [6.1018, 1.9184, 4.1822], [5.0864, 2.8984, 4.3930], [9.0517, 0.1673, 6.7533], [10.5017, 1.1865, 6.9061], [8.8826, 1.8880, 7.0607], [10.0935, 0.6747, 4.5245], [9.8403, 2.3957, 4.7837], [5.4071, 3.8836, 4.0497], [4.8142, 2.9285, 5.4509], [4.2081, 2.6044, 3.8178], [-4.4162, -7.3467, -2.6700], [-3.0549, -7.6716, -3.2552], [-2.0123, -7.0369, -2.5064], [-1.6664, -7.6489, -1.3629], [-2.1431, -8.6709, -0.9316], [-0.7137, -6.9140, -0.7687], [-0.3109, -7.4115, 0.5066], [-4.5470, -6.2655, -2.5792], [-5.2134, -7.7496, -3.2981], [-4.5239, -7.7657, -1.6668], [-2.9937, -7.2792, -4.2729], [-2.8894, -8.7509, -3.3157], [-0.0278, -8.4644, 0.4510], [-1.1139, -7.2669, 1.2329], [0.5578, -6.8377, 0.8304], [-4.2573, 0.6704, -7.4508], [-4.9028, 1.1388, -6.1605], [-4.6049, 2.5202, -5.9142], [-5.3414, 3.4023, -6.6037], [-6.2214, 3.1364, -7.3877], [-4.9165, 4.6376, -6.2895], [-5.5667, 5.6743, -7.0204], [-3.1861, 0.8876, -7.4451], [-4.4018, -0.4027, -7.5874], [-4.6822, 1.1877, -8.3149], [-4.4910, 0.5741, -5.3234], [-5.9820, 0.9672, -6.1641], [-6.6528, 5.5926, -6.9450], [-5.2508, 5.6470, -8.0658], [-5.2620, 6.6288, -6.5901]], "lumo_ev": 1.92, "multiplicity": 1, "orbital_gap_ev": 5.682, "total_charge": -1}

# 2
{"formula": "C33H69F5O39P6", "method": "ωB97M-V with the def2-TZVPD basis set", "symbols": ["O", "C", "O", "C", "C", "F", "O", "H", "H", "H", "O", "C", "O", "C", "C", "F", "O", "H", "H", "H", "O", "C", "O", "C", "C", "F", "O", "H", "H", "H", "O", "C", "O", "C", "C", "F", "O", "H", "H", "H", "O", "C", "O", "C", "C", "F", "O", "H", "H", "H", "C", "O", "P", "O", "O", "C", "O", "C", "H", "H", "H", "H", "H", "H", "H", "H", "H", "C", "O", "P", "O", "O", "C", "O", "C", "H", "H", "H", "H", "H", "H", "H", "H", "H", "C", "O", "P", "O", "O", "C", "O", "C", "H", "H", "H", "H", "H", "H", "H", "H", "H", "C", "O", "P", "O", "O", "C", "O", "C", "H", "H", "H", "H", "H", "H", "H", "H", "H", "C", "O", "P", "O", "O", "C", "O", "C", "H", "H", "H", "H", "H", "H", "H", "H", "H", "C", "O", "P", "O", "O", "C", "O", "C", "H", "H", "H", "H", "H", "H", "H", "H", "H"], "coordinates": [[-1.9731, -0.0549, -5.0273], [-0.9226, -0.1848, -5.6365], [0.3221, -0.4595, -5.0962], [1.3489, -0.3132, -6.0939], [0.4997, -0.3763, -7.3907], [0.3327, -1.6695, -7.7770], [-0.7717, 0.0471, -6.9121], [1.7696, 0.6580, -5.8335], [2.1090, -1.0939, -6.1220], [0.9143, 0.2682, -8.1659], [2.0065, 2.9314, -3.9082], [2.2756, 3.5541, -4.9356], [1.7494, 4.7372, -5.3556], [2.3979, 5.2191, -6.5838], [3.1908, 3.9632, -6.9540], [4.3774, 4.3619, -6.8235], [2.9845, 3.0301, -5.9359], [1.6731, 5.4571, -7.3624], [3.0680, 6.0500, -6.3634], [2.8760, 3.6070, -7.9349], [-0.4908, 2.0651, 7.5488], [-0.7453, 1.8871, 6.3583], [0.0462, 2.3048, 5.3257], [-0.6074, 2.0349, 4.1183], [-1.4128, 0.8559, 4.4455], [-0.7060, -0.2682, 4.2744], [-1.6702, 1.1347, 5.8490], [-1.2733, 2.8413, 3.8110], [0.1261, 1.7592, 3.3607], [-2.3833, 0.6838, 3.9800], [-1.2404, 5.0027, -2.2724], [-0.0500, 5.3181, -2.2154], [0.5300, 6.2788, -2.9830], [1.9041, 6.3929, -2.5723], [2.1659, 5.0785, -1.8164], [2.8558, 5.4075, -0.6872], [0.9191, 4.6498, -1.4841], [2.7206, 6.5828, -3.2690], [1.8625, 7.2422, -1.8903], [2.7721, 4.3491, -2.3535], [-7.2214, 3.8093, -1.5011], [-6.5158, 2.9165, -1.9813], [-6.8973, 1.7741, -2.4462], [-5.9077, 0.8373, -2.3619], [-4.6493, 1.6666, -2.0985], [-3.9242, 1.6160, -3.2036], [-5.1611, 2.9621, -1.9556], [-6.1066, 0.2339, -1.4761], [-6.0592, 0.1882, -3.2243], [-4.0550, 1.2583, -1.2810], [5.3937, 2.8688, -3.1432], [4.8560, 1.5848, -2.7634], [5.8497, 0.3793, -2.3675], [7.0497, 0.2306, -3.2423], [6.1449, 0.6375, -0.7896], [5.2059, 1.2297, 0.0747], [4.7519, -0.8403, -2.5014], [4.0685, -0.9995, -3.7644], [4.8763, 3.4460, -2.3768], [5.0144, 3.1450, -4.1270], [6.4755, 2.9878, -3.2026], [4.5181, 1.8614, -0.4873], [5.7270, 1.7833, 0.8557], [4.7073, 0.4268, 0.6178], [4.2545, -0.1237, -4.3861], [3.0238, -1.2720, -3.6150], [4.4114, -1.9041, -4.2666], [-3.9407, -1.3927, 5.4824], [-2.9125, -1.7990, 4.6291], [-2.0124, -3.0860, 5.0565], [-1.5006, -2.9664, 6.4157], [-0.8137, -3.2071, 3.9898], [-0.1095, -4.4064, 3.8940], [-2.9357, -4.4075, 4.7424], [-3.4855, -4.5383, 3.4541], [-4.2060, -2.2053, 6.1587], [-4.8149, -1.1990, 4.8608], [-3.8179, -0.4446, 6.0060], [-0.0115, -4.6285, 2.8314], [-0.4916, -5.2660, 4.4445], [0.8980, -4.1476, 4.2196], [-3.1710, -5.5391, 3.1583], [-3.2158, -3.8105, 2.6887], [-4.5618, -4.6064, 3.6123], [2.2818, -1.0031, 3.2096], [3.4327, -0.9045, 4.0156], [3.7328, 0.5239, 4.9115], [3.2411, 1.8261, 4.3385], [5.3454, 0.3313, 5.1970], [6.2078, 1.4053, 4.9644], [3.0297, 0.3296, 6.4255], [3.1862, -0.9157, 7.0274], [1.8472, -1.9877, 3.3820], [2.6773, -1.2584, 2.2265], [1.5465, -0.1986, 3.1991], [5.8665, 2.2247, 4.3319], [7.2484, 1.1240, 4.8030], [6.3854, 1.9157, 5.9110], [3.8135, -1.6860, 6.5788], [2.2550, -1.4266, 7.2720], [3.6469, -0.7411, 7.9998], [-1.2905, -5.5606, 0.0059], [-0.2248, -4.6344, 0.1557], [1.1085, -4.6242, -0.7241], [1.7973, -5.9841, -0.8538], [0.7172, -3.9253, -2.1377], [0.1768, -2.6176, -2.2490], [2.0519, -3.5426, 0.0344], [3.5240, -3.5486, -0.1724], [-0.8738, -6.5065, -0.3401], [-1.9868, -5.1392, -0.7192], [-1.9049, -5.6290, 0.9037], [-0.8806, -2.5678, -2.5089], [0.6855, -2.1915, -3.1137], [0.3351, -1.9887, -1.3729], [3.9760, -4.3289, 0.4398], [4.0132, -2.6130, 0.0986], [3.7962, -3.7878, -1.2004], [-6.0146, 0.7695, 1.4900], [-5.4556, -0.2230, 0.6700], [-5.4620, -1.7791, 1.1171], [-5.3977, -2.1142, 2.5484], [-6.8303, -2.3016, 0.3770], [-7.8644, -2.9972, 1.0527], [-4.2526, -2.3231, 0.1644], [-4.3371, -2.2488, -1.2541], [-7.0028, 0.4905, 1.8557], [-6.1241, 1.6273, 0.8265], [-5.3953, 0.9941, 2.3583], [-8.0530, -3.9775, 0.6150], [-8.7460, -2.3723, 0.9104], [-7.6501, -3.0083, 2.1213], [-3.6131, -1.5448, -1.6643], [-5.3054, -1.9288, -1.6388], [-4.2251, -3.2434, -1.6858], [-0.9354, -1.7641, 1.0598], [-0.3743, -0.5248, 1.3028], [-0.9660, 0.8031, 0.5546], [-2.3662, 1.1836, 0.8775], [0.1359, 1.9989, 0.9399], [1.5401, 1.8231, 0.9742], [-0.6041, 0.4844, -0.9813], [-0.5830, 1.4678, -2.0099], [-1.6675, -2.0484, 1.8157], [-0.1261, -2.4636, 1.2693], [-1.3567, -1.9973, 0.0819], [2.0776, 1.9265, 1.9169], [1.9451, 2.6571, 0.4011], [1.8405, 0.8335, 0.6298], [-1.5755, 1.3019, -2.4289], [0.2289, 1.2952, -2.7164], [-0.5279, 2.4476, -1.5356]], "lumo_ev": -0.48, "multiplicity": 1, "smiles": "O=C1OC[C@@H](F)O1.O=C1OC[C@@H](F)O1.O=C1OC[C@@H](F)O1.O=C1OC[C@@H](F)O1.O=C1OC[C@@H](F)O1.COP(=O)(OC)OC.COP(=O)(OC)OC.COP(=O)(OC)OC.COP(=O)(OC)OC.COP(=O)(OC)OC.COP(=O)(OC)OC", "de_lowest_ev": 2.6171, "orbital_gap_ev": 9.729, "total_charge": 0}

# 3
{"formula": "C33H71BrN5", "method": "ωB97M-V with the def2-TZVPD basis set", "symbols": ["C", "C", "N", "C", "C", "N", "C", "C", "H", "H", "H", "H", "H", "H", "H", "H", "H", "H", "H", "C", "C", "C", "C", "N", "C", "C", "C", "C", "C", "H", "H", "H", "H", "H", "H", "H", "H", "H", "H", "H", "H", "H", "H", "H", "H", "H", "H", "H", "H", "C", "C", "C", "C", "N", "C", "C", "C", "C", "C", "H", "H", "H", "H", "H", "H", "H", "H", "H", "H", "H", "H", "H", "H", "H", "H", "H", "H", "H", "H", "C", "C", "C", "C", "N", "C", "C", "C", "C", "C", "H", "H", "H", "H", "H", "H", "H", "H", "H", "H", "H", "H", "H", "H", "H", "H", "H", "H", "H", "H", "Br"], "coordinates": [[14.9776, 22.1603, -11.1041], [15.6580, 23.1850, -11.9800], [14.7231, 24.2189, -12.4394], [14.3937, 25.3957, -11.7528], [13.4156, 26.0666, -12.3931], [13.2201, 25.3684, -13.5881], [13.9950, 24.2487, -13.5914], [12.2580, 25.7184, -14.5692], [14.1579, 21.6927, -11.6495], [14.6718, 22.4815, -10.1084], [15.6528, 21.3048, -11.0889], [16.0365, 22.6991, -12.8793], [16.5766, 23.6102, -11.5757], [14.8184, 25.5700, -10.7752], [12.7965, 26.9402, -12.2525], [13.9984, 23.5684, -14.4303], [12.1647, 26.7981, -14.6859], [11.3087, 25.2511, -14.3073], [12.4402, 25.3381, -15.5743], [16.0747, 27.4932, -4.8790], [14.8252, 26.8844, -4.2297], [13.7212, 26.7513, -5.2481], [12.9874, 28.0840, -5.5486], [11.5770, 27.8292, -6.1718], [11.5802, 26.9605, -7.4145], [11.4553, 27.8719, -8.6256], [11.4641, 29.3097, -8.1273], [11.0376, 29.2027, -6.6637], [10.5821, 27.3822, -5.0213], [15.9935, 28.5671, -5.0471], [16.2927, 27.0256, -5.8392], [16.9507, 27.4176, -4.2347], [14.5919, 27.4679, -3.3391], [15.1362, 25.9021, -3.8741], [12.9840, 26.0093, -4.9414], [14.1730, 26.2495, -6.1037], [13.4471, 28.6885, -6.3305], [12.9775, 28.7244, -4.6666], [10.7045, 26.3336, -7.2460], [12.4818, 26.3717, -7.5832], [10.6055, 27.5837, -9.2444], [12.3830, 27.7840, -9.1911], [10.7467, 29.8708, -8.7261], [12.4395, 29.7963, -8.1240], [9.9522, 29.1198, -6.7199], [11.3322, 29.9991, -5.9804], [10.5871, 28.2486, -4.3599], [10.9394, 26.4682, -4.5469], [9.6118, 27.2230, -5.4916], [6.8007, 30.4743, -20.2573], [7.3624, 29.0859, -20.0818], [7.5705, 28.7970, -18.5867], [8.1077, 27.4188, -18.2193], [8.1216, 27.0945, -16.7305], [6.6783, 26.8230, -16.2660], [6.7595, 25.3664, -15.6710], [8.1529, 25.0364, -15.3721], [8.8720, 25.7921, -16.4051], [8.8192, 28.1452, -15.8578], [6.5916, 30.6724, -21.3085], [7.4705, 31.2465, -19.8789], [5.8782, 30.5612, -19.6833], [8.3461, 29.0115, -20.5455], [6.8145, 28.3210, -20.6322], [6.6669, 29.0082, -18.0150], [8.2805, 29.5370, -18.2173], [9.1758, 27.3606, -18.4291], [7.4954, 26.6075, -18.6131], [6.3836, 27.5931, -15.5531], [5.9060, 26.8725, -17.0337], [6.2730, 25.2568, -14.7019], [6.1414, 24.7430, -16.3171], [8.3835, 25.5192, -14.4224], [8.2969, 23.9582, -15.3026], [9.9176, 25.9833, -16.1637], [8.8688, 25.1750, -17.3036], [8.2693, 29.0849, -15.8061], [9.7807, 28.2363, -16.3630], [8.9365, 27.7472, -14.8499], [14.6730, 31.0948, -13.0063], [13.9066, 30.4528, -11.8474], [12.4182, 30.5796, -12.0154], [11.8220, 31.9823, -12.4307], [10.3003, 32.0351, -12.7619], [9.9031, 33.4884, -13.1174], [8.6777, 33.3167, -14.0896], [8.6277, 31.9073, -14.5328], [9.9958, 31.2853, -14.0270], [9.4838, 31.4647, -11.6193], [15.7201, 30.8500, -12.8282], [14.6236, 32.1835, -13.0270], [14.3115, 30.6718, -13.9436], [14.2686, 30.9815, -10.9656], [14.1010, 29.3890, -11.7104], [11.9841, 30.3331, -11.0464], [12.0473, 29.8279, -12.7122], [12.3472, 32.2926, -13.3340], [12.0671, 32.7732, -11.7218], [9.9164, 33.9881, -12.1488], [10.7884, 33.8820, -13.6170], [7.7824, 33.8515, -13.7725], [8.8172, 33.8961, -15.0023], [7.7378, 31.5083, -14.0460], [8.4725, 31.9339, -15.6114], [10.0150, 30.2121, -13.8378], [10.7571, 31.5022, -14.7763], [9.8588, 32.0232, -10.7617], [9.5461, 30.3765, -11.6195], [8.4433, 31.7433, -11.7864], [9.9719, 27.6084, -12.1189]], "lumo_ev": -5.93, "multiplicity": 1, "de_lowest_ev": 0.0000, "orbital_gap_ev": 8.672, "total_charge": 3}